No. 1
{
  "formula": "C21H42ClO21P2",
  "method": "wB97M-V/def2-TZVPD",
  "lumo_ev": 2.1,
  "total_charge": -1,
  "homo_lumo_gap_ev": 9.801,
  "de_lowest_kcal_mol": 0.0,
  "e_homo_ev": -7.66,
  "species": ["Cl", "O", "O", "O", "O", "C", "C", "O", "C", "O", "O", "H", "H", "H", "H", "C", "C", "O", "C", "O", "O", "H", "H", "H", "H", "C", "C", "O", "C", "O", "O", "H", "H", "H", "H", "C", "C", "O", "P", "O", "O", "C", "C", "O", "C", "C", "H", "H", "H", "H", "H", "H", "H", "H", "H", "H", "H", "H", "H", "H", "H", "C", "C", "O", "P", "O", "O", "C", "C", "O", "C", "C", "H", "H", "H", "H", "H", "H", "H", "H", "H", "H", "H", "H", "H", "H", "H"],
  "xyz": [[-0.23, -22.31, 3.34], [-1.13, -22.29, 4.44], [-0.67, -21.61, 2.17], [0.98, -21.69, 3.76], [0.12, -23.65, 2.98], [2.42, -24.06, 0.67], [2.67, -22.64, 0.89], [3.02, -22.15, -0.39], [3.26, -23.19, -1.20], [3.64, -23.12, -2.37], [3.07, -24.33, -0.54], [1.34, -24.19, 0.77], [2.89, -24.80, 1.32], [3.44, -22.39, 1.62], [1.79, -22.13, 1.28], [-2.98, -24.38, 2.48], [-3.83, -23.17, 2.28], [-5.11, -23.75, 1.94], [-5.03, -25.09, 1.77], [-5.92, -25.79, 1.32], [-3.80, -25.49, 2.11], [-2.70, -24.50, 3.53], [-2.15, -24.23, 1.79], [-3.52, -22.39, 1.58], [-3.96, -22.59, 3.19], [2.19, -22.71, 8.22], [1.71, -21.53, 7.48], [0.75, -20.94, 8.28], [0.54, -21.63, 9.47], [-0.10, -21.26, 10.44], [1.34, -22.72, 9.35], [3.24, -22.45, 8.37], [2.08, -23.67, 7.71], [1.29, -21.83, 6.52], [2.58, -20.89, 7.30], [7.17, -16.98, -1.70], [5.77, -16.33, -1.31], [5.14, -17.38, -0.57], [4.55, -17.25, 0.92], [3.56, -16.12, 1.01], [3.99, -18.73, 1.18], [2.97, -19.04, 2.20], [1.61, -19.08, 1.46], [5.92, -17.06, 1.86], [6.89, -18.05, 1.84], [6.70, -18.76, 3.20], [7.94, -17.13, -0.94], [7.01, -17.96, -2.15], [7.66, -16.33, -2.42], [5.85, -15.40, -0.75], [5.25, -16.12, -2.24], [3.19, -20.01, 2.63], [2.96, -18.31, 3.01], [1.63, -18.24, 0.76], [1.58, -19.98, 0.85], [0.73, -18.92, 2.08], [6.77, -18.70, 0.98], [7.83, -17.50, 1.73], [7.34, -18.36, 3.98], [5.64, -18.72, 3.48], [6.89, -19.79, 2.91], [-2.22, -13.53, 5.84], [-0.76, -14.18, 5.99], [-0.70, -15.55, 5.51], [-0.12, -16.76, 6.44], [-0.01, -16.53, 7.88], [-1.15, -18.02, 6.03], [-1.16, -18.54, 4.69], [-1.71, -17.60, 3.62], [1.30, -17.18, 5.72], [2.32, -17.71, 6.52], [3.44, -18.31, 5.69], [-2.94, -13.93, 6.55], [-2.10, -12.48, 6.11], [-2.66, -13.67, 4.86], [-0.13, -13.50, 5.41], [-0.46, -14.03, 7.03], [-0.18, -18.94, 4.42], [-1.71, -19.48, 4.64], [-1.74, -18.15, 2.68], [-2.74, -17.34, 3.87], [-0.99, -16.79, 3.50], [2.70, -16.97, 7.23], [1.86, -18.49, 7.11], [3.19, -19.26, 5.20], [3.76, -17.56, 4.96], [4.30, -18.57, 6.30]]
}

---

No. 2
{
  "formula": "C21H42F6Mn2N6O15S2",
  "method": "wB97M-V/def2-TZVPD",
  "lumo_ev": [-1.5, -1.7],
  "homo_lumo_gap_ev": [6.839, 7.085],
  "multiplicity": 11,
  "s_squared": 30.01,
  "de_lowest_kcal_mol": 177.5,
  "e_homo_ev": [-8.38, -8.79],
  "species": ["Mn", "Mn", "C", "F", "F", "F", "S", "O", "O", "O", "C", "F", "F", "F", "S", "O", "O", "O", "C", "O", "O", "O", "C", "O", "N", "C", "C", "H", "H", "H", "H", "H", "H", "H", "C", "O", "N", "C", "C", "H", "H", "H", "H", "H", "H", "H", "C", "O", "N", "C", "C", "H", "H", "H", "H", "H", "H", "H", "C", "O", "N", "C", "C", "H", "H", "H", "H", "H", "H", "H", "C", "O", "N", "C", "C", "H", "H", "H", "H", "H", "H", "H", "C", "O", "N", "C", "C", "H", "H", "H", "H", "H", "H", "H"],
  "xyz": [[-8.69, 25.10, -4.81], [-8.57, 25.23, -0.93], [-9.26, 29.74, -2.71], [-9.23, 30.28, -1.45], [-10.07, 30.46, -3.44], [-7.95, 29.71, -3.03], [-9.88, 27.92, -2.78], [-9.28, 27.31, -3.97], [-9.42, 27.17, -1.59], [-11.34, 27.93, -2.77], [-4.66, 24.22, -3.12], [-3.55, 24.44, -2.40], [-4.43, 23.75, -4.33], [-5.37, 23.40, -2.41], [-5.87, 25.81, -3.30], [-6.66, 25.58, -4.51], [-6.76, 25.91, -2.10], [-5.02, 26.95, -3.41], [-9.29, 23.54, -2.66], [-8.65, 23.23, -3.69], [-9.12, 23.30, -1.50], [-9.38, 24.73, -2.78], [-11.33, 25.30, 1.06], [-10.30, 25.20, 0.32], [-12.53, 25.71, 0.64], [-12.72, 26.11, -0.75], [-13.78, 25.77, 1.41], [-11.51, 24.95, 2.09], [-11.92, 25.76, -1.40], [-12.94, 27.16, -0.96], [-13.62, 25.72, -1.23], [-14.02, 26.80, 1.69], [-14.53, 25.20, 0.88], [-13.60, 25.20, 2.32], [-6.04, 23.49, 0.35], [-6.99, 24.32, 0.27], [-4.90, 23.97, 0.73], [-3.70, 23.12, 0.64], [-4.68, 25.33, 1.38], [-6.07, 22.41, 0.17], [-2.97, 23.25, 1.44], [-3.19, 23.42, -0.28], [-3.88, 22.05, 0.54], [-3.98, 25.26, 2.21], [-4.17, 25.99, 0.68], [-5.59, 25.76, 1.79], [-11.53, 20.69, -4.77], [-12.43, 20.04, -4.14], [-11.13, 20.53, -6.06], [-9.95, 21.26, -6.63], [-11.87, 19.73, -6.99], [-10.95, 21.45, -4.22], [-9.28, 20.66, -7.24], [-9.36, 21.65, -5.80], [-10.12, 22.01, -7.41], [-12.46, 20.34, -7.68], [-11.17, 19.21, -7.65], [-12.48, 18.92, -6.58], [-9.02, 21.69, 1.94], [-8.95, 22.53, 2.87], [-9.48, 20.44, 2.13], [-9.37, 19.36, 1.04], [-10.00, 19.95, 3.33], [-8.85, 21.90, 0.87], [-8.56, 18.65, 1.21], [-9.33, 19.87, 0.07], [-10.23, 18.70, 1.05], [-11.06, 19.77, 3.15], [-9.45, 19.03, 3.53], [-9.94, 20.61, 4.19], [-6.97, 20.29, -1.98], [-6.46, 20.01, -0.88], [-7.27, 19.30, -2.87], [-7.86, 19.66, -4.17], [-7.07, 17.81, -2.57], [-7.32, 21.28, -2.32], [-7.11, 19.78, -4.96], [-8.63, 20.42, -4.11], [-8.30, 18.79, -4.66], [-8.01, 17.28, -2.39], [-6.57, 17.49, -3.48], [-6.33, 17.56, -1.81], [-14.36, 21.26, -0.20], [-14.43, 20.50, 0.76], [-13.23, 21.96, -0.47], [-13.06, 22.53, -1.82], [-12.13, 22.01, 0.39], [-15.11, 21.27, -1.01], [-12.17, 22.10, -2.27], [-12.89, 23.61, -1.78], [-13.96, 22.42, -2.43], [-12.00, 20.95, 0.58], [-11.23, 22.44, -0.05], [-12.51, 22.56, 1.25]]
}

---

No. 3
{
  "formula": "C21H42O21",
  "method": "wB97M-V/def2-TZVPD",
  "lumo_ev": 0.4,
  "homo_lumo_gap_ev": 10.330,
  "de_lowest_kcal_mol": 220.1,
  "smiles": "COC(=O)OC.COC(=O)OC.COC(=O)OC.COC(=O)OC.COC(=O)OC.COC(=O)OC.COC(=O)OC",
  "e_homo_ev": -9.90,
  "species": ["C", "O", "C", "O", "O", "C", "H", "H", "H", "H", "H", "H", "C", "O", "C", "O", "O", "C", "H", "H", "H", "H", "H", "H", "C", "O", "C", "O", "O", "C", "H", "H", "H", "H", "H", "H", "C", "O", "C", "O", "O", "C", "H", "H", "H", "H", "H", "H", "C", "O", "C", "O", "O", "C", "H", "H", "H", "H", "H", "H", "C", "O", "C", "O", "O", "C", "H", "H", "H", "H", "H", "H", "C", "O", "C", "O", "O", "C", "H", "H", "H", "H", "H", "H"],
  "xyz": [[-2.13, -14.07, -19.34], [-3.18, -13.89, -18.35], [-4.45, -14.03, -18.70], [-4.94, -14.21, -19.82], [-5.13, -13.90, -17.51], [-6.54, -13.84, -17.40], [-1.69, -15.07, -19.37], [-1.29, -13.43, -19.06], [-2.35, -13.82, -20.38], [-6.85, -12.86, -17.03], [-6.84, -14.65, -16.74], [-6.96, -14.04, -18.38], [-9.12, -6.80, -19.02], [-8.26, -6.22, -18.05], [-8.11, -4.94, -18.04], [-8.62, -4.12, -18.88], [-7.36, -4.60, -16.98], [-7.37, -3.24, -16.50], [-8.68, -6.74, -20.01], [-10.10, -6.35, -19.15], [-9.42, -7.83, -18.80], [-8.38, -2.89, -16.29], [-7.03, -2.44, -17.16], [-6.90, -3.09, -15.53], [-4.26, -11.12, -21.41], [-3.67, -9.84, -21.79], [-2.39, -9.74, -22.04], [-1.62, -10.64, -22.19], [-2.05, -8.51, -22.29], [-0.69, -8.04, -22.49], [-4.63, -11.59, -22.33], [-5.04, -11.11, -20.66], [-3.45, -11.67, -20.92], [-0.29, -8.27, -23.48], [-0.04, -8.41, -21.70], [-0.60, -6.96, -22.37], [-7.64, -8.59, -21.26], [-6.43, -9.13, -20.73], [-6.38, -9.86, -19.54], [-5.33, -10.34, -19.09], [-7.60, -10.22, -19.10], [-7.83, -10.87, -17.82], [-7.37, -8.20, -22.24], [-8.04, -7.81, -20.60], [-8.32, -9.43, -21.43], [-7.25, -10.42, -17.01], [-7.48, -11.89, -17.97], [-8.89, -10.90, -17.56], [-10.34, -9.55, -19.57], [-11.01, -9.74, -20.85], [-10.75, -8.82, -21.88], [-10.14, -7.72, -21.73], [-11.27, -9.27, -23.01], [-11.51, -8.38, -24.07], [-10.21, -8.49, -19.32], [-9.37, -10.04, -19.62], [-10.97, -9.90, -18.76], [-10.71, -7.65, -24.22], [-12.46, -7.89, -23.85], [-11.64, -8.88, -25.03], [-9.80, -14.34, -16.85], [-8.98, -14.53, -18.05], [-8.75, -13.57, -18.85], [-9.16, -12.40, -18.76], [-7.93, -13.99, -19.85], [-7.71, -13.13, -21.02], [-9.51, -13.46, -16.28], [-9.78, -15.17, -16.14], [-10.86, -14.18, -17.04], [-6.91, -12.43, -20.80], [-8.60, -12.51, -21.15], [-7.52, -13.71, -21.92], [-6.35, -9.36, -15.08], [-7.26, -10.34, -14.79], [-7.01, -11.66, -15.14], [-5.90, -12.13, -15.50], [-8.09, -12.41, -14.88], [-8.10, -13.92, -14.99], [-6.18, -9.51, -16.15], [-5.42, -9.38, -14.51], [-6.80, -8.39, -14.89], [-7.27, -14.47, -14.55], [-7.96, -14.17, -16.05], [-9.06, -14.32, -14.65]]
}

---

No. 4
{
  "formula": "C21H43GaN2OP3",
  "method": "wB97M-V/def2-TZVPD",
  "lumo_ev": -9.9,
  "total_charge": 3,
  "homo_lumo_gap_ev": 6.545,
  "de_lowest_kcal_mol": 0.0,
  "e_homo_ev": -16.48,
  "species": ["Ga", "P", "P", "P", "H", "C", "C", "H", "C", "C", "C", "C", "C", "C", "C", "C", "C", "H", "H", "H", "H", "H", "H", "H", "H", "H", "H", "H", "H", "H", "H", "H", "H", "H", "H", "H", "H", "H", "H", "H", "H", "H", "H", "H", "H", "H", "C", "C", "C", "C", "C", "C", "O", "H", "H", "H", "H", "H", "H", "C", "N", "C", "C", "N", "C", "H", "H", "H", "H", "H", "H"],
  "xyz": [[0.90, -1.30, -0.41], [-0.59, 0.08, 2.07], [3.00, -2.06, 0.57], [-1.14, -2.69, -0.01], [-1.05, 0.90, -4.34], [-2.08, 0.80, -3.98], [-2.50, 1.45, -2.88], [-1.81, 2.11, -2.35], [-0.15, 1.79, 2.61], [-0.29, -0.74, 3.69], [-2.42, 0.33, 2.15], [4.25, -2.73, -0.59], [3.94, -0.82, 1.52], [2.77, -3.37, 1.83], [-2.53, -1.80, -0.78], [-1.74, -3.18, 1.66], [-1.14, -4.31, -0.86], [-2.75, 0.17, -4.58], [-3.52, 1.38, -2.50], [-0.27, 2.49, 1.77], [0.89, 1.82, 2.96], [-0.82, 2.08, 3.43], [0.77, -0.65, 3.93], [-0.57, -1.80, 3.65], [-0.89, -0.23, 4.47], [-2.77, 0.73, 1.18], [-2.64, 1.07, 2.93], [-2.97, -0.60, 2.36], [5.25, -2.66, -0.13], [4.25, -2.14, -1.52], [4.06, -3.77, -0.84], [4.86, -1.26, 1.95], [3.32, -0.43, 2.33], [4.24, 0.02, 0.87], [3.75, -3.71, 2.20], [2.24, -4.23, 1.38], [2.19, -2.96, 2.67], [-3.09, -2.50, -1.41], [-2.16, -0.97, -1.40], [-3.21, -1.38, -0.01], [-2.41, -4.04, 1.54], [-2.28, -2.38, 2.18], [-0.89, -3.50, 2.27], [-2.15, -4.74, -0.77], [-0.41, -4.97, -0.37], [-0.89, -4.23, -1.93], [1.22, -2.86, -3.69], [2.51, -3.31, -4.01], [2.64, -4.51, -4.71], [1.50, -5.23, -5.09], [0.23, -4.67, -4.90], [0.08, -3.46, -4.22], [1.06, -1.86, -2.73], [1.96, -1.68, -2.33], [3.37, -2.73, -3.68], [3.65, -4.86, -4.95], [1.59, -6.22, -5.54], [-0.66, -5.18, -5.27], [-0.90, -3.01, -4.06], [2.84, 3.69, 0.67], [2.13, 2.70, -0.13], [1.52, 2.88, -1.36], [1.00, 1.68, -1.73], [1.31, 0.74, -0.73], [1.94, 1.42, 0.23], [3.74, 4.05, 0.13], [2.19, 4.56, 0.88], [3.16, 3.23, 1.62], [1.48, 3.85, -1.83], [0.41, 1.42, -2.59], [2.25, 1.05, 1.20]]
}

---

No. 5
{
  "formula": "C21H43LaN2P3S",
  "method": "wB97M-V/def2-TZVPD",
  "lumo_ev": -9.4,
  "total_charge": 3,
  "homo_lumo_gap_ev": 6.116,
  "de_lowest_kcal_mol": 8.0,
  "e_homo_ev": -15.51,
  "species": ["La", "P", "P", "P", "H", "C", "C", "H", "C", "C", "C", "C", "C", "C", "C", "C", "C", "H", "H", "H", "H", "H", "H", "H", "H", "H", "H", "H", "H", "H", "H", "H", "H", "H", "H", "H", "H", "H", "H", "H", "H", "H", "H", "H", "H", "H", "C", "C", "C", "C", "C", "C", "S", "H", "H", "H", "H", "H", "H", "C", "C", "N", "C", "C", "N", "H", "H", "H", "H", "H", "H"],
  "xyz": [[0.68, 0.34, -0.80], [-2.28, -0.13, -1.32], [-1.10, 1.79, 1.41], [-0.77, -2.74, 2.61], [5.22, -2.81, -1.89], [4.37, -3.29, -1.41], [3.15, -3.31, -2.01], [3.08, -3.08, -3.10], [-2.67, 0.74, -2.89], [-3.74, 0.43, -0.37], [-2.86, -1.81, -1.73], [0.20, 2.38, 2.57], [-1.57, 3.43, 0.72], [-2.47, 1.66, 2.64], [-0.48, -4.39, 3.21], [-2.48, -2.39, 2.26], [-0.08, -1.44, 3.67], [4.59, -3.83, -0.48], [2.31, -3.91, -1.60], [-1.77, 0.90, -3.50], [-3.12, 1.71, -2.69], [-3.38, 0.12, -3.45], [-3.66, 1.48, -0.07], [-3.87, -0.18, 0.53], [-4.63, 0.31, -1.00], [-2.02, -2.43, -2.06], [-3.59, -1.73, -2.54], [-3.34, -2.27, -0.87], [-0.22, 3.17, 3.20], [1.05, 2.79, 2.00], [0.55, 1.55, 3.19], [-1.88, 4.08, 1.54], [-2.40, 3.33, 0.01], [-0.71, 3.87, 0.20], [-2.56, 2.63, 3.16], [-2.27, 0.89, 3.39], [-3.43, 1.45, 2.15], [-0.61, -4.41, 4.30], [0.54, -4.70, 2.96], [-1.19, -5.09, 2.74], [-3.10, -2.95, 2.98], [-2.72, -2.71, 1.24], [-2.69, -1.32, 2.36], [0.09, -1.84, 4.67], [-0.78, -0.59, 3.76], [0.88, -1.07, 3.27], [1.90, -1.94, -0.23], [2.70, -1.69, 0.92], [3.84, -0.89, 0.79], [4.23, -0.33, -0.43], [3.38, -0.43, -1.54], [2.38, -1.46, -1.52], [0.59, -3.08, -0.25], [-0.07, -2.93, 1.28], [2.47, -2.22, 1.85], [4.52, -0.75, 1.62], [5.24, 0.09, -0.53], [3.64, 0.04, -2.50], [1.82, -1.67, -2.45], [-0.91, 3.72, -2.87], [0.47, 3.37, -2.53], [0.92, 2.54, -1.55], [2.32, 2.78, -1.45], [2.68, 3.65, -2.43], [1.51, 4.00, -3.09], [-1.09, 4.81, -2.70], [-1.10, 3.52, -3.94], [-1.61, 3.14, -2.26], [2.90, 2.36, -0.63], [3.63, 4.06, -2.69], [1.37, 4.69, -3.83]]
}

---

No. 6
{
  "formula": "C21H44Cl18FNO",
  "method": "wB97M-V/def2-TZVPD",
  "lumo_ev": 0.3,
  "homo_lumo_gap_ev": 9.837,
  "smiles": "COCCNF.ClCCCl.ClCCCl.ClCCCl.ClCCCl.ClCCCl.ClCCCl.ClCCCl.ClCCCl.ClCCCl",
  "e_homo_ev": -9.49,
  "species": ["C", "O", "C", "C", "N", "F", "H", "H", "H", "H", "H", "H", "H", "H", "Cl", "C", "C", "Cl", "H", "H", "H", "H", "Cl", "C", "C", "Cl", "H", "H", "H", "H", "Cl", "C", "C", "Cl", "H", "H", "H", "H", "Cl", "C", "C", "Cl", "H", "H", "H", "H", "Cl", "C", "C", "Cl", "H", "H", "H", "H", "Cl", "C", "C", "Cl", "H", "H", "H", "H", "Cl", "C", "C", "Cl", "H", "H", "H", "H", "Cl", "C", "C", "Cl", "H", "H", "H", "H", "Cl", "C", "C", "Cl", "H", "H", "H", "H"],
  "xyz": [[2.15, 0.28, -0.27], [1.20, 1.27, 0.12], [0.01, 0.75, 0.70], [-0.93, 0.26, -0.39], [-2.23, -0.19, 0.05], [-2.00, -1.14, 1.07], [3.09, 0.49, 0.23], [1.85, -0.73, -0.01], [2.29, 0.34, -1.34], [0.24, -0.06, 1.38], [-0.44, 1.57, 1.25], [-1.07, 1.04, -1.13], [-0.45, -0.58, -0.88], [-2.74, 0.56, 0.51], [-5.19, -4.12, 0.68], [-4.00, -3.32, -0.39], [-4.61, -2.97, -1.72], [-5.00, -4.42, -2.69], [-3.15, -3.98, -0.49], [-3.68, -2.41, 0.11], [-3.90, -2.38, -2.30], [-5.52, -2.40, -1.60], [5.57, -0.62, 0.31], [6.46, 0.19, 1.62], [6.76, 1.63, 1.30], [7.94, 1.78, -0.02], [7.38, -0.37, 1.80], [5.84, 0.14, 2.51], [7.20, 2.12, 2.17], [5.87, 2.17, 1.01], [10.03, 2.00, -2.60], [10.37, 0.49, -3.48], [9.21, 0.08, -4.35], [7.79, -0.41, -3.39], [10.60, -0.28, -2.75], [11.25, 0.66, -4.10], [9.49, -0.78, -4.96], [8.90, 0.89, -5.01], [-8.33, -2.10, -0.71], [-8.73, -3.79, -0.29], [-8.94, -4.65, -1.50], [-10.41, -4.21, -2.41], [-9.62, -3.77, 0.34], [-7.90, -4.18, 0.29], [-9.05, -5.69, -1.19], [-8.09, -4.58, -2.18], [-8.60, -6.92, 1.72], [-6.88, -7.01, 2.17], [-6.35, -8.42, 2.13], [-7.06, -9.44, 3.41], [-6.77, -6.58, 3.17], [-6.34, -6.40, 1.46], [-5.28, -8.41, 2.29], [-6.56, -8.89, 1.18], [-5.42, -0.19, 2.76], [-7.19, -0.35, 2.64], [-7.90, 0.95, 2.91], [-7.75, 1.45, 4.61], [-7.50, -1.13, 3.34], [-7.42, -0.69, 1.63], [-8.97, 0.83, 2.71], [-7.51, 1.75, 2.29], [-3.82, 2.73, -0.25], [-3.31, 4.29, -0.96], [-1.83, 4.32, -1.22], [-0.88, 4.31, 0.29], [-3.62, 5.08, -0.28], [-3.86, 4.41, -1.90], [-1.56, 5.23, -1.76], [-1.52, 3.47, -1.81], [10.02, 4.01, 2.56], [11.59, 3.26, 2.18], [11.45, 2.02, 1.34], [10.67, 0.69, 2.23], [12.09, 3.04, 3.12], [12.18, 4.00, 1.64], [12.43, 1.67, 1.03], [10.85, 2.21, 0.45], [2.80, 8.24, -1.33], [2.29, 6.58, -0.90], [2.05, 5.73, -2.12], [0.63, 6.27, -3.05], [1.39, 6.65, -0.30], [3.08, 6.15, -0.30], [1.87, 4.70, -1.81], [2.91, 5.74, -2.79]]
}

---

| no. | maximum force (hartree/bohr) | molecular weight (g mol⁻¹) |
| --- | --- | --- |
| 1 | 0.0829 | 727.95 |
| 2 | 0.2730 | 906.59 |
| 3 | 0.1098 | 630.55 |
| 4 | 0.0624 | 502.23 |
| 5 | 0.0558 | 587.48 |
| 6 | 0.0156 | 983.74 |